Record 1
Below is a molecular structure, C48H53Cl3GeInN2O4STe in a non-equilibrium geometry, with properties calculated with ωB97M-V with the def2-TZVPD basis set.

```
114
Properties=species:S:1:pos:R:3:forces:R:3:lowdin_charge:R:1
In -0.653 1.988 -0.212 -0.9734 -0.3874 0.3884 0.707
S 0.333 3.324 1.719 0.0024 0.1028 -0.0901 0.687
Cl 5.854 2.717 -0.152 0.2370 0.1340 0.1214 -0.040
Ge 7.225 0.760 -0.122 0.4050 0.4062 -0.3938 0.058
Cl 6.991 0.532 2.139 0.1186 0.0436 0.2721 -0.169
Cl 9.330 1.819 -0.381 -0.7929 -0.3120 0.3100 -0.263
C 3.086 1.405 -3.400 -1.3160 0.5790 0.6919 -0.092
C 3.309 1.390 -2.049 -0.6439 -0.4637 1.2203 -0.090
C 2.212 1.513 -1.133 1.8112 0.4230 -1.6306 -0.129
C 0.950 1.801 -1.558 -1.1297 -0.7150 -1.5217 -0.259
C 0.707 1.771 -2.960 1.9735 0.4325 0.6668 -0.113
C 1.775 1.638 -3.834 -0.2639 -0.4831 -0.6981 -0.109
H 3.903 1.306 -4.060 0.6582 -0.0890 -0.8158 0.085
H 4.329 1.265 -1.698 -0.3005 -0.0355 0.1670 0.023
H 2.407 1.528 -0.097 0.3933 -0.1564 1.0671 0.049
H -0.227 1.970 -3.411 -1.1721 0.1242 -0.0418 0.085
H 1.551 1.668 -4.903 0.1712 0.0089 0.1662 0.093
C 5.193 3.590 3.674 -2.5234 4.6590 -0.6026 0.007
N 4.263 3.340 2.553 0.9337 0.3989 -1.1616 -0.216
C 3.551 2.058 2.636 -1.2972 -0.5054 0.0455 -0.035
C 3.260 4.431 2.337 0.0718 0.2068 1.8820 -0.144
C 2.751 4.509 0.998 -1.6397 0.3648 -1.4570 -0.211
C 3.393 5.454 -0.008 -0.2783 0.3000 1.2674 -0.280
C 3.229 5.043 -1.369 -4.4680 -1.7290 -1.5946 -0.009
C 1.893 4.809 -1.672 3.4736 0.7766 0.6736 0.014
C 1.023 5.053 -0.496 -1.4286 -0.2166 -0.1163 -0.268
C 1.436 4.201 0.705 1.7762 1.1413 0.1876 -0.566
H 5.931 2.949 3.554 3.6696 -3.0592 -0.2653 0.003
H 4.681 3.435 4.615 -0.0499 0.3612 0.2156 0.105
H 5.598 4.680 3.481 -0.7955 -2.1498 0.8993 0.152
H 4.884 3.339 1.688 -0.6691 -0.4088 0.5400 0.034
H 2.974 2.099 3.598 0.4423 -0.3191 -0.8715 0.123
H 4.226 1.206 2.588 0.1814 0.1774 0.1527 0.054
H 2.821 1.989 1.784 0.7208 0.1931 0.9296 0.070
H 3.705 5.371 2.680 0.1966 -0.0734 -0.2950 0.141
H 2.436 4.237 3.030 0.0653 -0.1572 0.0810 0.105
H 4.398 5.803 0.179 0.3806 -0.2470 0.5545 0.153
H 4.037 5.027 -2.023 1.0881 -0.1085 -1.2717 0.095
H 1.519 4.660 -2.653 -0.2925 -0.2720 -0.5980 0.105
H -0.095 5.013 -0.684 1.3266 0.0950 0.1586 0.162
C -1.127 -0.263 2.680 0.7267 -0.4864 0.5854 -0.031
C 0.207 -0.525 1.947 -1.1803 1.4783 -2.1899 -0.314
O 0.311 -0.167 0.750 -0.2560 -0.6294 2.1262 -0.041
C 1.393 -1.141 2.572 -0.4979 0.0227 0.5775 -0.147
C 2.559 -1.262 1.832 0.1876 -1.4269 3.6652 -0.003
C 3.703 -1.777 2.403 0.4030 0.0490 -0.3481 -0.074
C 3.717 -2.158 3.711 0.7382 0.0859 1.3965 -0.093
C 2.563 -2.028 4.459 0.0352 -0.9878 1.5577 -0.085
C 1.388 -1.545 3.899 0.6631 -0.0449 0.8258 -0.024
H -1.021 -0.284 3.773 0.0553 -0.3366 -0.2450 0.070
H -1.877 -1.008 2.343 0.6196 0.3657 0.2598 -0.018
H -1.567 0.708 2.474 0.2304 0.1320 -0.6369 0.054
H 2.531 -1.059 0.871 -0.0916 1.3090 -4.5894 0.070
H 4.643 -1.897 1.906 0.1438 0.2230 -0.8143 0.097
H 4.683 -2.446 4.185 -0.9688 -0.0311 -0.3916 0.123
H 2.598 -2.397 5.520 -0.2608 0.6347 -1.0725 0.118
H 0.558 -1.437 4.581 -0.3344 0.0129 -0.3602 0.104
O 1.267 6.456 -0.061 -0.5109 -0.4356 -0.1657 -0.046
O 2.660 6.719 -0.017 -0.1395 0.7720 0.9521 -0.057
C -2.126 -8.502 0.993 -2.7447 1.3076 0.5051 -0.046
C -2.450 -6.984 0.872 0.4309 0.4887 0.1253 -0.235
C -2.625 -6.446 -0.408 -0.6397 -0.8288 0.7316 -0.037
C -3.034 -5.110 -0.607 -0.0197 -0.8932 -1.0515 -0.292
C -3.544 -4.741 -2.016 -0.1807 -0.2759 0.5052 -0.049
C -3.020 -4.245 0.485 0.0152 0.6601 -0.2280 -0.407
Te -3.122 -2.090 0.243 0.0125 -0.4810 -0.5191 1.479
N -2.696 1.374 0.138 0.6731 0.5310 -0.5444 -0.002
C -3.059 2.441 -0.516 -1.2523 -0.8795 0.3171 -0.708
O -2.264 3.327 -1.011 1.0846 0.5379 -0.3541 -0.162
C -4.520 2.765 -0.735 -0.4388 0.9447 0.9029 -0.164
C -4.915 4.033 -1.172 1.3524 1.0872 -1.3475 -0.056
C -6.210 4.452 -1.289 -2.2985 -1.5378 0.9624 -0.095
C -7.288 3.592 -0.880 3.5872 -1.3042 -0.0688 -0.073
C -6.896 2.319 -0.397 0.6500 0.8444 0.4524 -0.083
C -5.530 1.961 -0.251 -0.5272 -0.5792 -0.5978 -0.047
C -1.938 -1.990 -1.534 -0.4633 -0.2989 -1.1322 -0.388
C -0.663 -2.567 -1.654 -0.3045 0.8554 0.4595 -0.285
C -0.028 -3.300 -0.480 -0.2136 0.7903 -0.3728 -0.052
C 0.021 -2.417 -2.872 1.5648 -0.7226 -0.5990 -0.002
C -0.559 -1.938 -4.064 0.1188 0.6216 1.5750 -0.255
C 0.069 -1.730 -5.414 0.4738 1.4810 -0.6040 -0.058
C -1.817 -1.385 -3.863 -0.7870 0.4773 -1.7378 -0.050
C -2.534 -1.408 -2.707 0.5960 -0.9315 2.1248 -0.330
C -3.898 -0.853 -2.667 -1.0514 1.3487 0.1990 -0.108
C -2.839 -4.736 1.792 -0.1826 0.7275 -0.5593 -0.334
C -3.008 -3.810 2.987 -0.5255 0.9052 -0.5733 -0.099
C -2.581 -6.076 1.954 -0.1272 -1.7181 0.5215 -0.032
H -1.660 -8.777 1.913 0.4776 -0.0189 0.6140 0.055
H -1.544 -8.766 0.167 1.1070 -0.5517 -1.1592 0.041
H -3.078 -9.108 0.921 0.8478 0.6558 0.0918 0.094
H -2.600 -7.222 -1.194 -0.0606 0.9146 -0.1042 0.120
H -4.070 -3.779 -1.950 -0.6192 -0.5939 0.0118 0.035
H -4.147 -5.607 -2.489 0.8834 1.5791 0.8200 0.109
H -2.737 -4.435 -2.667 0.5169 -0.4555 -0.3560 0.063
H -4.184 4.771 -1.560 -0.0973 -0.8439 0.5607 0.120
H -6.433 5.430 -1.645 -0.0672 0.6171 -0.2914 0.081
H -8.306 3.805 -0.983 -1.3040 0.6037 -0.0924 0.064
H -7.628 1.644 0.016 -0.2646 -0.1433 -0.1548 0.082
H -5.166 1.011 0.156 -0.6181 0.1877 0.0458 0.093
H -0.333 -4.325 -0.534 -0.0400 -0.7949 0.0135 0.067
H -0.424 -2.921 0.463 0.1095 0.0871 -0.0241 0.036
H 1.058 -3.251 -0.457 0.0710 0.1025 -0.1892 0.080
H 1.113 -2.684 -2.817 -1.1495 -0.0103 -0.4528 0.130
H 0.977 -2.278 -5.604 0.2841 -0.4723 0.2247 0.060
H 0.388 -0.636 -5.541 -0.5670 -1.3146 0.2844 0.092
H -0.619 -1.946 -6.257 0.1810 0.0625 0.6586 0.081
H -2.328 -0.854 -4.686 0.4392 -0.4911 0.1210 0.128
H -3.917 0.080 -2.064 -0.0505 -0.5324 -0.0148 0.071
H -4.665 -1.522 -2.268 0.2986 -0.0617 0.1938 0.048
H -4.272 -0.552 -3.642 0.2440 -0.0418 -0.3450 0.077
H -2.068 -3.286 3.240 -0.3829 0.0338 -0.3393 0.071
H -3.229 -4.410 3.855 -0.3803 -0.1418 0.3903 0.059
H -3.853 -3.028 2.811 1.4879 -1.3956 0.4513 0.079
H -2.573 -6.473 2.981 0.2254 0.1157 -0.4159 0.115
```
Forces are in eV/Å.

Values from the calculation:
orbital gap	7.1	eV
charge	-1
E_HOMO	-5.491	eV

***

Record 2
Below is C3H3BrFNO in the gas phase in a non-equilibrium geometry, with properties calculated with ωB97M-V with the def2-TZVPD basis set.

```
10
Properties=species:S:1:pos:R:3:forces:R:3:lowdin_charge:R:1
C 0.594 0.384 -0.038 0.3121 -1.2285 -0.6328 -0.600
C -1.812 0.417 0.124 -0.2425 -6.1091 -1.1514 0.156
C 1.673 -0.447 0.079 -0.0913 0.5583 -0.2908 -0.721
N -0.738 -0.338 -0.109 -0.7854 3.4878 1.2257 0.125
O 0.546 1.583 -0.138 -0.3815 2.2820 0.4179 -0.014
F 1.514 -1.769 -0.054 -0.0417 -1.1542 0.0926 -0.041
Br 3.454 0.149 -0.017 -0.5938 -0.1584 0.1105 0.773
H -2.848 -0.083 0.136 1.8610 0.7539 -0.2224 0.127
H -1.739 1.403 0.375 0.8180 2.4527 0.4077 0.059
H -0.644 -1.299 -0.358 -0.8549 -0.8846 0.0430 0.137
```
Forces are in eV/Å.

Values from the calculation:
orbital gap (alpha / beta)	6.4 / 6.0	eV
ΔE to the lowest compared entry with this formula, charge and spin	1.746	eV
E_HOMO (alpha / beta)	-7.487 / -7.263	eV

***

Record 3
Below is 2 unconnected molecules or ions with the total composition C4H10O2 in a non-equilibrium geometry, with properties calculated with ωB97M-V with the def2-TZVPD basis set.

```
16
Properties=species:S:1:pos:R:3:forces:R:3:lowdin_charge:R:1
C -1.994 0.341 -1.404 -0.3003 0.7389 -0.1883 -0.074
O -1.414 -0.698 -1.955 -0.7519 -0.4653 0.1272 -0.136
C -0.147 -0.939 -1.925 1.0015 0.0349 -0.3022 -0.040
C -0.186 -0.339 1.032 -0.2495 -0.0690 0.3476 -0.138
O 0.869 0.451 0.527 -0.2344 0.1429 -0.0470 -0.269
C 1.820 0.730 1.522 0.2272 0.1152 0.0962 -0.128
H -3.052 0.399 -1.542 -0.2663 -0.0996 -0.1363 0.061
H -1.047 -0.354 0.333 0.7100 -0.1661 0.2201 0.044
H -1.401 1.225 -1.216 0.1368 -0.0183 0.0935 0.081
H 0.169 -1.870 -2.352 -0.0707 -0.1379 -0.1276 0.073
H 0.524 -0.168 -1.581 0.0702 -0.0399 0.0411 0.072
H -0.586 0.125 1.942 0.0561 -0.0636 0.1349 0.090
H 0.191 -1.341 1.287 -0.2826 0.0812 -0.1175 0.098
H 1.378 1.273 2.374 0.0370 -0.1374 -0.1793 0.089
H 2.295 -0.190 1.898 -0.1007 0.1134 -0.0382 0.090
H 2.582 1.358 1.061 0.0176 -0.0293 0.0759 0.087
```
Forces are in eV/Å.

Values from the calculation:
orbital gap (alpha / beta)	8.2 / 8.4	eV
ΔE to the lowest compared entry with this formula, charge and spin	5.107	eV
E_HOMO (alpha / beta)	-7.314 / -7.447	eV